1.
C3HClFN | ωB97M-V with the def2-TZVPD basis set

Positions of all 7 atoms, in Å:
C -0.096 0.714 0.285
C -0.029 -0.621 0.140
C -0.289 -1.527 1.205
H -0.510 1.089 1.186
N -0.420 -2.326 2.057
F 0.480 -1.098 -1.010
Cl 0.095 1.981 -0.957

Its structure (SMILES) is N#C/C(F)=C/Cl. The multiplicity is 1. Its HOMO energy is -10.4 eV. The HOMO-LUMO gap comes out at 10.16 eV. The calculation puts the energy above the lowest of the compared OMol25 structures with the same formula, charge and spin at 12.0 kcal per mole.

---

2.
C15H24N7O8SV | ωB97M-V with the def2-TZVPD basis set

Positions of all 56 atoms, in Å:
V 0.908 -2.248 1.189
O -3.946 -0.628 4.242
C -4.150 -0.592 2.947
O -5.074 -0.041 2.433
C -3.176 -1.281 2.005
C -3.487 -1.515 0.674
N -2.400 -2.013 0.073
N -1.369 -2.130 0.907
C -1.837 -1.688 2.101
C -0.877 -1.740 3.226
O -1.088 -1.539 4.365
O 0.349 -2.088 2.687
H -3.166 -1.076 4.578
H -4.424 -1.350 0.161
H -2.347 -2.338 -0.883
N 2.932 -2.318 1.739
C 3.541 -3.589 1.239
C 2.538 -4.693 1.520
N 1.228 -4.274 0.917
H 3.524 -1.525 1.487
H 2.946 -2.342 2.763
H 4.491 -3.796 1.731
H 3.730 -3.497 0.167
H 2.394 -4.809 2.596
H 2.874 -5.646 1.115
H 0.478 -4.844 1.320
H 1.228 -4.505 -0.082
C -2.542 5.920 -1.950
C -1.957 4.712 -2.636
S -0.803 3.844 -1.509
O 0.072 4.774 -0.860
O -1.478 2.859 -0.690
C 0.236 2.804 -2.609
C 1.398 2.371 -1.717
N 1.377 0.937 -1.384
C 1.091 0.468 -0.173
N 1.206 -0.881 -0.173
C 1.581 -1.272 -1.447
C 1.686 -0.152 -2.197
N 2.058 -0.122 -3.609
O 2.276 -1.210 -4.085
O 2.155 0.960 -4.132
C 0.681 1.300 0.983
H -3.240 6.398 -2.640
H -1.784 6.660 -1.706
H -3.119 5.660 -1.064
H -1.331 4.972 -3.490
H -2.691 3.948 -2.892
H 0.560 3.361 -3.483
H -0.417 1.984 -2.902
H 1.317 2.906 -0.769
H 2.357 2.624 -2.160
H 1.766 -2.287 -1.768
H 1.476 1.988 1.281
H 0.444 0.668 1.841
H -0.194 1.909 0.726

The multiplicity is 2. Its HOMO energy (spin up / spin down) is -17.7 / -17.7 eV. The HOMO-LUMO gap (spin up / spin down) comes out at 4.40 / 5.02 eV. As for the net charge: +3. Its expectation value of S² is 0.759.

---

3.
C25H45NOsP2S | ωB97M-V with the def2-TZVPD basis set

Positions of all 75 atoms, in Å:
Os -0.355 -0.460 -1.098
C -1.762 1.666 0.729
C -2.107 0.726 -0.301
C -2.047 -0.458 1.637
C -1.732 0.909 1.906
C -2.270 -0.603 0.228
C -1.709 3.152 0.560
H -1.360 3.432 -0.441
H -1.046 3.547 1.320
H -2.680 3.636 0.725
C -1.565 1.480 3.276
H -1.327 2.557 3.249
H -0.809 0.918 3.863
H -2.543 1.363 3.812
C -2.078 -1.579 2.605
H -3.120 -1.761 2.963
H -1.486 -1.326 3.502
H -1.714 -2.510 2.125
C -3.091 -1.717 -0.367
H -4.158 -1.436 -0.420
H -2.978 -2.580 0.301
H -2.707 -1.980 -1.361
C -2.952 1.206 -1.449
H -3.983 1.353 -1.117
H -2.943 0.499 -2.278
H -2.540 2.110 -1.910
C 1.409 0.294 -1.659
C 0.167 1.226 -1.948
C -0.278 1.399 -3.370
C -1.101 0.273 -3.913
C -0.974 -0.937 -2.867
C 0.270 -1.714 -2.877
C 1.523 -1.304 -3.636
C 2.233 -0.230 -2.885
H 0.677 1.503 -3.914
H -0.828 -0.060 -4.936
H -0.869 2.332 -3.310
H 2.480 0.627 -3.548
H 2.097 0.492 -0.803
H 0.094 2.056 -1.269
H 3.167 -0.640 -2.458
H 2.133 -2.213 -3.714
H 0.134 -2.785 -2.808
H 1.235 -0.997 -4.655
H -2.158 0.543 -3.919
H -1.889 -1.541 -2.967
P 1.647 1.811 1.133
C 1.523 2.680 2.752
H 2.418 3.286 2.948
H 1.385 1.920 3.543
H 0.623 3.314 2.737
C 3.405 1.186 1.183
H 4.082 2.016 1.459
H 3.697 0.798 0.191
H 3.482 0.344 1.893
C 1.865 3.269 0.002
H 2.029 2.869 -1.020
H 2.714 3.885 0.343
H 0.919 3.841 -0.006
P 0.830 -2.230 0.631
C -0.177 -3.468 -0.264
H 0.510 -4.221 -0.664
H -0.707 -2.948 -1.080
H -0.898 -3.895 0.434
C 2.507 -2.228 -0.136
H 2.365 -1.881 -1.169
H 2.904 -3.256 -0.085
H 3.121 -1.511 0.422
C 1.109 -3.235 2.140
H 1.114 -4.293 1.808
H 0.293 -3.056 2.857
H 2.069 -2.954 2.630
S 1.615 -0.576 3.631
C 0.847 -0.867 5.034
N 0.250 -1.068 6.050

The multiplicity is 5. Its HOMO energy (spin up / spin down) is -13.9 / -14.2 eV. The HOMO-LUMO gap (spin up / spin down) comes out at 6.90 / 4.89 eV. As for the net charge: +2. Its expectation value of S² is 6.056. The calculation puts the energy above the lowest of the compared OMol25 structures with the same formula, charge and spin at 91.5 kcal per mole.

---

4.
C22H33AsN2OPdS2 | ωB97M-V with the def2-TZVPD basis set

Positions of all 62 atoms, in Å:
Pd -0.291 1.383 1.019
S 1.427 -0.739 0.301
C 2.093 -0.781 1.921
C 3.449 -1.120 2.098
C 4.048 -1.255 3.342
C 3.290 -1.050 4.490
C 1.956 -0.686 4.346
C 1.339 -0.514 3.102
S -0.367 -0.005 3.092
H 4.029 -1.294 1.199
H 5.099 -1.518 3.412
H 3.724 -1.160 5.478
H 1.351 -0.513 5.230
C 2.502 6.147 4.416
C 1.024 5.795 4.528
N 0.600 4.856 3.504
C 0.346 3.482 3.942
C 1.570 2.808 4.532
C 0.124 5.385 2.340
O 0.062 6.608 2.190
C -0.231 4.471 1.208
C -1.233 4.878 0.374
C -1.479 4.155 -0.813
C -0.641 3.114 -1.125
N 0.440 2.729 -0.394
C 0.577 3.328 0.850
H 2.794 6.846 5.205
H 2.692 6.617 3.451
H 3.123 5.254 4.492
H 0.428 6.704 4.428
H 0.806 5.346 5.500
H 0.003 2.885 3.097
H -0.473 3.494 4.675
H 2.366 2.730 3.789
H 1.293 1.791 4.806
H 1.957 3.327 5.415
H -1.799 5.768 0.622
H -2.287 4.423 -1.483
H -0.778 2.554 -2.047
H 1.561 3.241 1.304
C -3.620 -1.528 2.021
C -3.440 -1.456 0.508
As -2.420 0.144 -0.049
C -3.843 1.489 0.293
C -3.735 2.223 1.625
C -2.866 -0.008 -1.971
C -2.115 -1.160 -2.633
H -4.051 -2.488 2.327
H -4.289 -0.741 2.375
H -2.663 -1.403 2.532
H -4.403 -1.444 -0.016
H -2.877 -2.324 0.157
H -4.817 0.999 0.172
H -3.735 2.211 -0.523
H -4.019 1.589 2.466
H -4.375 3.111 1.635
H -2.702 2.545 1.797
H -2.580 0.945 -2.423
H -3.951 -0.115 -2.080
H -1.039 -1.056 -2.481
H -2.305 -1.208 -3.710
H -2.406 -2.121 -2.204

The multiplicity is 1. Its HOMO energy is 0.2 eV. The HOMO-LUMO gap comes out at 4.84 eV. As for the net charge: -2.

---

5.
C5H6N | ωB97M-V with the def2-TZVPD basis set

Positions of all 12 atoms, in Å:
C 0.602 0.611 0.001
C -0.642 1.214 0.157
C -0.938 -0.328 0.215
C 1.437 -0.343 -0.716
C 0.462 -1.082 0.126
N 1.555 -0.097 0.726
H -0.937 1.737 1.039
H -0.960 1.697 -0.754
H -1.616 -0.562 1.110
H -1.441 -0.531 -0.744
H 1.999 -0.272 -1.600
H 0.480 -2.044 0.439

The multiplicity is 1. Its HOMO energy is -16.7 eV. The HOMO-LUMO gap comes out at 12.15 eV. As for the net charge: +1. The calculation puts the energy above the lowest of the compared OMol25 structures with the same formula, charge and spin at 136.7 kcal per mole.

---

What did the second record say?
C15H24N7O8SV | ωB97M-V with the def2-TZVPD basis set

Positions of all 56 atoms, in Å:
V 0.908 -2.248 1.189
O -3.946 -0.628 4.242
C -4.150 -0.592 2.947
O -5.074 -0.041 2.433
C -3.176 -1.281 2.005
C -3.487 -1.515 0.674
N -2.400 -2.013 0.073
N -1.369 -2.130 0.907
C -1.837 -1.688 2.101
C -0.877 -1.740 3.226
O -1.088 -1.539 4.365
O 0.349 -2.088 2.687
H -3.166 -1.076 4.578
H -4.424 -1.350 0.161
H -2.347 -2.338 -0.883
N 2.932 -2.318 1.739
C 3.541 -3.589 1.239
C 2.538 -4.693 1.520
N 1.228 -4.274 0.917
H 3.524 -1.525 1.487
H 2.946 -2.342 2.763
H 4.491 -3.796 1.731
H 3.730 -3.497 0.167
H 2.394 -4.809 2.596
H 2.874 -5.646 1.115
H 0.478 -4.844 1.320
H 1.228 -4.505 -0.082
C -2.542 5.920 -1.950
C -1.957 4.712 -2.636
S -0.803 3.844 -1.509
O 0.072 4.774 -0.860
O -1.478 2.859 -0.690
C 0.236 2.804 -2.609
C 1.398 2.371 -1.717
N 1.377 0.937 -1.384
C 1.091 0.468 -0.173
N 1.206 -0.881 -0.173
C 1.581 -1.272 -1.447
C 1.686 -0.152 -2.197
N 2.058 -0.122 -3.609
O 2.276 -1.210 -4.085
O 2.155 0.960 -4.132
C 0.681 1.300 0.983
H -3.240 6.398 -2.640
H -1.784 6.660 -1.706
H -3.119 5.660 -1.064
H -1.331 4.972 -3.490
H -2.691 3.948 -2.892
H 0.560 3.361 -3.483
H -0.417 1.984 -2.902
H 1.317 2.906 -0.769
H 2.357 2.624 -2.160
H 1.766 -2.287 -1.768
H 1.476 1.988 1.281
H 0.444 0.668 1.841
H -0.194 1.909 0.726

The multiplicity is 2. Its HOMO energy (spin up / spin down) is -17.7 / -17.7 eV. The HOMO-LUMO gap (spin up / spin down) comes out at 4.40 / 5.02 eV. As for the net charge: +3. Its expectation value of S² is 0.759.